Here is a molecular structure, C22H31N7OS in a non-equilibrium geometry from OMol25. Energies are from ωB97M-V/def2-TZVPD.

Geometry as ORCA input:
```
! wB97M-V def2-TZVPD RIJCOSX def2/J DEFGRID3
* xyz 0 1
C 1.9878 -6.7022 -3.0032
H -1.6484 -1.1935 0.1103
C 1.7208 -0.4376 -0.9510
C -2.8485 2.8695 -2.8660
C 1.9573 -5.4574 -2.8638
N 1.6068 -3.3591 -1.6537
N -0.7231 2.8787 1.7327
H 3.3519 3.3379 1.6290
H 2.9941 3.8657 3.4042
C 0.4446 0.1750 -1.3046
N -2.7337 2.5418 1.3658
H 2.6398 -0.1778 3.8178
H 2.5979 -4.6338 -3.7764
C 3.6567 1.9657 3.0149
H -2.7458 2.1690 -3.8109
H 0.3766 -7.0937 0.0627
S 0.5245 -4.1505 0.5961
C -4.9780 1.8251 -1.9102
C 1.5801 -4.5501 -1.6374
C 2.6192 1.0242 3.9322
H 1.1699 -8.3099 -2.2192
H 4.1423 1.4191 2.5100
N -1.2910 3.4476 2.8655
C 1.1654 -2.8929 -0.5021
H -1.4523 -0.0270 1.6079
H 0.5004 1.0868 -2.0379
H -3.4750 3.7626 -3.4328
C 1.3009 2.5575 2.7813
C 0.6207 3.1960 1.3982
C 0.4022 -1.1596 1.0737
H 0.8272 4.0326 1.2417
H -0.4003 -0.4659 -1.7152
H 1.0843 -0.5101 1.7382
N -2.6331 3.0464 2.6597
N 1.0670 -1.7368 0.1972
C -1.7531 2.3622 0.8350
H -3.3862 0.5993 -0.5029
H 4.2894 2.1424 3.9830
C -1.1611 1.7610 -0.3966
H 2.2733 -7.2715 -3.9340
H 2.1929 -1.0318 -1.6581
C 1.4116 -7.3633 -1.9151
H -2.3777 0.4629 -2.0856
C 2.8130 3.0804 2.6951
C 1.0039 -5.1422 -0.7240
H -4.9624 1.1599 -2.7388
C -3.2954 2.4254 -1.6622
H 2.1281 1.3213 4.7367
H -3.6619 3.1254 -0.8298
N -0.2383 0.6601 -0.1250
O 1.3676 1.3311 3.0610
H -5.5117 2.6665 -2.3746
H 0.0720 -1.8544 1.6726
C 0.8435 -6.7235 -1.0118
H 0.8827 3.2550 3.6089
C -0.8293 -0.4349 0.7488
C -2.6238 1.2432 -1.0763
H -5.4170 1.5828 -1.0277
H 2.1545 0.1702 -0.2844
H 1.0609 2.3770 0.6151
H -1.8953 3.2189 -2.5784
H -0.7895 2.5332 -1.0857
*
```

Its total energy is -1712.7846 a.u. The value obtained for the energy above the lowest of the compared OMol25 structures with the same formula, charge and spin is 2206.1 kJ/mol. The HOMO-LUMO gap is 8.16 eV.

***

Here is a molecular structure, C22H32BN8ReS3 in a non-equilibrium geometry from OMol25. Energies are from ωB97M-V/def2-TZVPD.

Geometry as ORCA input:
```
! wB97M-V def2-TZVPD RIJCOSX def2/J DEFGRID3
* xyz 4 1
H -2.2369 -5.3546 -1.0569
H 1.1029 3.6448 2.5873
H -0.7754 -6.3435 3.8929
Re 0.0527 0.1774 0.0669
H -1.1156 0.8130 -3.9634
H -2.4397 -3.5266 2.3893
H 4.0722 -0.1953 0.9125
B -0.7594 -2.8730 0.2126
H 0.6736 -6.7928 3.0724
H 2.4171 1.6128 2.2020
C 2.3185 2.3442 1.3966
C -2.3425 -1.9198 -2.9727
H 3.8579 -3.6023 0.1604
N -0.5415 -4.7838 1.6484
H 1.0857 4.0663 0.8779
C -0.8598 -6.1050 1.7995
N -1.0591 -4.3716 0.4945
H -2.5481 1.2597 -3.0080
C -2.0329 -2.8474 -2.0073
C -1.4757 3.2827 0.3392
N 0.7556 -2.6985 0.1718
C 2.2812 2.6360 -1.4488
H 1.3915 -4.6916 0.2056
N -1.0847 -0.7036 1.5129
C -2.1129 -2.5039 2.3417
S 2.2643 1.3750 -0.1337
H 1.0612 3.1030 -3.1856
H 3.2432 2.9269 1.3729
N -1.3150 -2.2712 -1.0616
H -0.7440 -7.8799 2.9758
C -0.8409 3.4916 -1.0086
N -1.3386 -2.0651 1.3765
H -2.0138 -7.5022 0.5096
S -0.3429 1.8870 -1.7192
C 3.9870 -0.8824 0.0738
C -2.0187 0.4409 -3.4868
C -2.4038 -1.4603 3.2084
H 2.1397 3.6237 -1.0124
N -1.0986 -0.9302 -1.3502
H -2.3092 -3.8764 -1.9740
N 1.3464 -1.4431 0.0955
H -2.4810 1.6942 2.9153
H 1.5252 1.4028 -3.0699
C 1.2468 2.2824 -2.4855
C -1.6142 -6.5204 0.6849
C -1.7785 -0.7320 -2.5782
H 4.8215 -1.5774 0.1515
H -2.5424 0.6957 4.3472
H -0.9991 1.3438 3.8341
C -1.9388 0.9340 3.4732
H -2.9207 -2.0820 -3.8635
H -2.6611 0.0693 -4.2838
H -1.6591 4.2250 0.8609
C 1.1123 3.2311 1.5756
S -0.4320 2.2733 1.4255
C -1.7319 -5.4308 -0.1196
C 2.9172 -3.0838 0.1530
C 2.7466 -1.7261 0.1093
H 3.2873 2.5963 -1.8760
C -0.4171 -6.8423 2.9862
C -1.7784 -0.3497 2.7203
H -2.4268 2.7500 0.2712
H 4.1101 -0.3399 -0.8592
H 0.0158 4.1619 -0.9792
H -3.0107 -1.5092 4.0941
H -1.5666 3.9098 -1.7114
C 1.6589 -3.6521 0.1823
*
```

Its total energy is -2591.7283 a.u. The value obtained for the energy above the lowest of the compared OMol25 structures with the same formula, charge and spin is 34.7 kJ/mol. The HOMO-LUMO gap (alpha / beta) is 3.27 / 3.22 eV.

***

Here is a molecular structure, C22H32Br2N6OS2Se2SiTe2V in a non-equilibrium geometry from OMol25. Energies are from ωB97M-V/def2-TZVPD.

Geometry as ORCA input:
```
! wB97M-V def2-TZVPD RIJCOSX def2/J DEFGRID3
* xyz 0 2
H -4.3440 -0.4756 4.8425
H -5.1302 1.2428 -1.2481
H -1.6341 -1.7152 -2.6508
C 3.1031 3.1817 -4.7697
O 2.6352 -1.6183 1.3553
Te 3.6316 1.8967 4.8570
C 2.9516 -3.8594 0.6300
S -2.2725 -0.0142 1.3572
N -4.7504 0.7332 0.7198
H -3.7647 0.1278 -1.0279
C -4.2682 1.0038 -0.6260
H -3.5636 1.8398 -0.6397
Se 3.6809 0.0026 3.2259
H -6.5267 -0.4107 3.4544
C 4.2438 1.3708 -2.3831
N 0.5449 -1.1145 2.9042
C 2.9809 1.8480 -2.0750
C -0.2947 -0.9919 -1.1223
H -0.2507 1.9473 -3.0153
H -5.9650 1.5757 2.2147
V 1.8737 0.0589 1.4733
C 1.2459 -2.4787 -0.3134
H -0.7081 0.0064 -1.1045
N 1.0924 -2.3441 3.4037
H -3.3099 -1.5567 3.8786
C 1.5044 -4.7520 -1.0731
H -0.3211 -1.3306 2.4164
S 0.8949 1.7890 -0.1812
H -5.6879 2.6013 0.8057
H 4.6850 1.6080 -3.3456
C 4.9752 0.5743 -1.4921
N 0.6948 -1.2250 -0.2954
H 3.0594 -5.8674 -0.1520
C 4.4138 0.2665 -0.2849
H -6.2310 -0.8498 1.7625
Br 4.3779 -4.1112 1.8221
H 3.3272 2.2496 -5.2958
C -3.7115 -0.5416 3.9570
N -4.5218 -0.1944 2.8016
H 2.4907 5.0113 -2.1239
C 2.3143 -2.6549 0.5877
H 0.8768 4.4255 -1.7043
C 1.5912 4.5352 -2.5224
N 3.1904 0.7196 0.0492
C 2.5419 -4.9207 -0.2088
H 0.3129 -0.4669 3.6537
C -5.8711 1.5750 1.1333
H 1.1574 5.2037 -3.2724
H -5.6816 -1.9162 3.0576
H 0.6714 -2.5408 4.3053
H 2.5998 3.8467 -5.4777
H -6.8095 1.2350 0.6917
C -5.8155 -0.8711 2.7659
H 4.0485 3.6551 -4.4904
Te 0.9562 1.7226 5.0947
C 2.4865 1.4768 -0.8039
H 4.9068 -0.3395 0.4630
Si 2.0082 2.9066 -3.2915
Br 0.9809 -6.2015 -2.1683
C -3.9129 0.1802 1.6358
C -0.8077 -1.9711 -2.0012
H 5.9563 0.1977 -1.7438
C -0.2619 -3.2175 -2.0206
H 0.0059 2.5474 -4.6636
C 0.4745 2.0136 -3.8301
C 0.8175 -3.5111 -1.1573
H -2.8807 0.1505 4.0559
H -0.6380 -3.9846 -2.6844
H 0.7119 1.0003 -4.1664
Se 0.8357 1.8875 2.4992
H 2.0827 -2.1671 3.5519
*
```

Its total energy is -13778.2445 a.u. The value obtained for the energy above the lowest of the compared OMol25 structures with the same formula, charge and spin is 0.0 kJ/mol. The HOMO-LUMO gap (alpha / beta) is 5.61 / 6.29 eV.

***

Here is 3 unconnected molecules or ions with the total composition C22H32BrFN2O4S2 from OMol25. Energies are from ωB97M-V/def2-TZVPD.

Geometry as ORCA input:
```
! wB97M-V def2-TZVPD RIJCOSX def2/J DEFGRID3
* xyz 0 1
C -2.7046 2.5524 -0.2032
C -0.9461 -0.9707 -1.0423
H 5.0554 1.0240 -2.4260
H -1.3770 -0.6756 1.0510
C -5.3591 -0.9800 1.1135
H 2.4972 0.4888 -3.9850
C -1.7654 -0.9959 0.1000
H -5.7134 -0.7399 2.1128
C 3.2155 0.1769 -3.2347
H -3.1919 -2.1408 -3.2782
C 5.3593 -1.4889 3.5196
H 4.8777 1.1199 -4.1629
H -1.0693 2.9559 -1.6017
H 3.0284 -0.9793 -1.4561
C 1.0631 -0.5331 -2.0132
C -3.2502 3.9369 0.1742
H 1.1958 -1.0949 -4.0879
H -3.2509 2.1143 -1.0387
H -6.6507 -1.7687 -0.4368
F -3.3355 -0.5554 2.2074
H 3.6476 -0.7481 -3.6088
Br 2.7233 1.3084 -0.6032
O 4.8016 -1.4492 -0.0068
H -4.2372 3.8726 0.6311
C -2.2298 4.5350 1.1373
H 3.9513 2.2143 -3.1790
S -0.6472 4.1319 0.4021
H 3.4693 -0.7138 4.3016
H -2.3072 5.6139 1.2482
C -3.0756 -1.4091 0.0377
H 5.7310 -0.4716 3.3836
N 0.3361 -0.5160 -0.9306
H -5.7428 -2.9835 0.3901
C 3.3394 -1.1774 2.1832
O -0.2848 5.1891 -0.5079
C 2.5145 -0.1328 -1.8945
C 0.5425 -1.0308 -3.2350
O 0.2601 3.6925 1.4310
O 3.7530 -3.4943 1.0028
N -0.6807 -1.4472 -3.3922
S 4.3747 -2.2023 1.1478
H 3.4565 -2.4388 3.9314
C -1.2185 2.7209 -0.5491
H -4.6095 -2.1504 -1.3328
C -3.9245 -1.4225 1.2886
C 4.3425 1.2061 -3.2191
C -2.7979 -1.8227 -2.3276
H 5.8065 -1.8820 4.4313
H -7.1452 -2.2433 1.1931
C 5.7424 -2.3462 2.3061
H -3.9047 -2.4127 1.7393
C -1.4533 -1.4058 -2.2683
C -6.3005 -2.0657 0.5450
H 2.2958 -1.4338 2.0157
H 5.8398 -3.3986 2.5649
C 3.8263 -1.4658 3.6000
H -2.8114 1.8770 0.6463
H -3.3314 4.5629 -0.7173
H -5.4137 -0.0505 0.5576
H -2.2701 4.0515 2.1128
H 6.6494 -1.9991 1.8182
H 3.5177 -0.1407 1.9015
C -3.5944 -1.8228 -1.2124
H -0.6195 1.8554 -0.2754
*
```

Its total energy is -4738.2229 a.u. Its SMILES is CC[C@@H](Br)c1cnc2ccc([C@@H](F)CC)cc2n1.O=S1(=O)CCCC1.O=S1(=O)CCCC1. The value obtained for the energy above the lowest of the compared OMol25 structures with the same formula, charge and spin is 0.0 kJ/mol. The HOMO-LUMO gap is 8.88 eV.

***

Here is a molecular structure, C22H32Cl2N3O3Sc in a non-equilibrium geometry from OMol25. Energies are from ωB97M-V/def2-TZVPD.

Geometry as ORCA input:
```
! wB97M-V def2-TZVPD RIJCOSX def2/J DEFGRID3
* xyz 0 1
C 0.6869 2.8962 -4.4568
O -0.5524 0.6348 -1.1398
C 1.1844 -1.0401 4.9916
H 4.4022 1.9354 0.3178
H -2.7406 1.1146 -4.3688
H 1.8077 -1.8487 5.3946
C -1.9097 -3.9147 2.1863
H -0.8518 -6.3459 1.0212
C -0.0266 -3.3776 0.7356
H 1.6269 3.4471 -4.4601
C -3.1432 0.9423 0.2308
C -1.1698 1.9752 -5.6292
H -2.5708 1.3877 2.3154
C -0.2959 0.8753 3.7209
H -1.8087 3.5953 -0.8066
C -2.9019 3.3629 -0.8385
H -0.7664 1.6688 3.1227
H -1.9201 -4.7486 2.9004
H 5.8631 1.4385 -0.5758
H 0.8533 0.0417 6.8111
C -0.0826 0.9786 5.0939
H -0.5034 1.8163 5.6101
N -0.9423 -4.2412 1.1384
H -1.7000 1.8285 -6.5645
H -2.2995 -5.5832 0.3383
H -2.9109 -3.8741 1.7315
C -2.9233 1.9018 -0.6895
N 4.2471 0.1536 -0.8213
H 0.6007 2.7553 -6.6393
H -3.5783 -0.0512 2.1336
H -2.3392 0.4315 -2.0903
H 4.8461 0.9722 -2.6224
N 0.1104 -0.1795 3.0112
C -3.4481 0.9852 1.7377
C 0.6616 -0.0038 5.7456
H -3.2585 3.6459 -1.8774
H -3.3889 4.0885 -0.1212
Sc 0.5859 -0.6855 -0.2691
H 3.2409 1.5304 -2.0882
C -1.0536 1.7606 -3.1817
H 1.4371 -1.8009 2.9156
H -2.9000 -0.0611 -0.1001
H 3.5844 -0.9257 0.8099
O -0.1461 -2.1362 1.0437
C -1.2061 -5.4824 0.4376
C 3.4270 -0.7326 -0.2578
H 3.4269 -0.1185 -2.7364
O 2.4809 -1.3277 -0.8545
C 3.9172 0.6595 -2.1485
H -1.6612 -2.9620 2.6666
Cl 1.6327 1.1870 0.8056
H 5.3712 0.5739 0.9003
H 0.5092 2.9021 -2.2784
C 5.0156 1.0706 0.0004
C 0.9358 -1.0611 3.5994
H -4.3614 1.5704 1.9497
C 0.0931 2.5558 -3.2254
H 0.8065 -3.7570 0.0990
C 0.0907 2.6073 -5.6720
Cl -0.1299 -2.1728 -2.0611
C -1.7396 1.5748 -4.4224
C -1.4606 1.0386 -1.9582
H -0.7541 -5.4717 -0.5613
*
```

Its total energy is -2928.6814 a.u. The HOMO-LUMO gap (alpha / beta) is 6.36 / 6.36 eV.

***

Here is 3 unconnected molecules or ions with the total composition C22H32F10N5O13P2S in a non-equilibrium geometry from OMol25. Energies are from ωB97M-V/def2-TZVPD.

Geometry as ORCA input:
```
! wB97M-V def2-TZVPD RIJCOSX def2/J DEFGRID3
* xyz 1 1
C 3.2381 4.2492 4.8725
H -5.0867 -0.2147 -6.0733
C -1.3762 -3.3526 -3.1887
C 6.7178 -5.4031 5.4171
F -0.4337 0.1775 -2.7773
F 0.3309 2.5129 -0.9237
O 5.4715 2.5901 3.9862
H -2.4513 3.1637 -5.9357
O -0.5925 1.5256 -6.1530
O -2.9559 2.0638 -3.3143
O -0.5660 -0.8112 -6.3173
O 4.4427 0.7657 5.5000
H -10.2031 3.3036 -4.8740
C -2.9065 1.7886 -4.4806
C -2.8364 -2.7681 -3.4337
C -3.2230 -0.6139 -4.4949
C -7.2404 1.3635 -4.3242
N -1.1345 -4.0037 -2.1118
H -3.5084 -3.6433 -3.6471
C -9.0015 0.8646 -2.5633
C 6.3705 -5.7286 9.0685
H 6.4728 -5.9464 4.5047
O 3.4707 1.1163 3.2626
C -5.5294 -0.0929 -5.0353
C 3.9664 -2.5425 5.9462
H -7.9019 2.8816 -5.8582
H 4.8577 -1.9621 5.7012
F -3.3886 4.7407 -4.1020
H 4.1927 1.6499 7.3526
C 0.3535 0.2962 -3.9244
C -4.0321 3.8290 -4.9312
N -2.7729 -1.9594 -4.7150
F 3.3394 2.1549 -2.8701
F 2.4199 2.4764 -0.2449
H 3.8677 2.5885 1.8410
P 5.5465 -4.0464 7.2965
H 3.7283 -3.2178 5.1224
H 5.8109 1.8586 6.6284
H -9.3513 0.3018 -1.6632
C 1.6112 2.7165 -1.3476
P 4.2447 1.9002 4.4094
O -5.1626 4.0377 -5.1648
H -4.5670 0.1880 -3.1746
N -2.4178 0.3921 -4.7734
C -9.5263 2.5740 -4.3753
F 1.8551 4.0239 -1.6806
N -4.5544 -0.4599 -3.9706
C 1.1716 1.6407 -3.7613
H 7.2308 -4.4812 5.1417
H -6.4477 -0.7545 -5.0187
H 7.3432 -5.2722 8.8732
H 5.3243 0.2842 7.2875
H 3.0291 1.1379 1.2673
F 1.1552 -0.8001 -4.0711
H 2.9438 4.5126 3.8548
H 2.5692 4.7454 5.5751
C -8.1986 2.3149 -4.9386
O 4.1592 -3.2918 7.1426
S -0.7983 0.2832 -5.4067
H 6.2607 -5.8736 10.1420
O 3.1264 2.8403 5.0664
O 5.3073 -4.9012 8.6128
C 4.9739 1.1705 6.7606
C -7.6542 0.6392 -3.1215
H 6.3146 -6.7001 8.5727
H -3.2237 -2.1843 -2.5581
C 3.1142 1.8388 2.0921
C 2.0939 1.6973 -2.4631
F 2.3115 0.4789 -1.8687
H -0.6105 -3.1960 -3.9948
H -10.9533 2.0020 -2.7455
N -3.2802 2.6999 -5.5172
H 2.1485 2.3256 2.2454
H 3.1317 -1.8599 6.0956
H -6.9552 -0.0925 -2.6355
O -5.9860 1.2532 -4.9562
C -9.9288 1.8227 -3.1555
F 2.0271 1.6912 -4.8517
H -2.0252 -3.9730 -1.5840
O 6.7352 -3.1805 7.3108
F 0.3668 2.7638 -3.7288
H 7.3707 -6.0220 6.0348
H 4.2552 4.5909 5.0656
O 5.5039 -5.1246 6.1122
H -3.4951 -2.3542 -5.3413
*
```

Its total energy is -4188.6710 a.u. The HOMO-LUMO gap is 5.79 eV.

***

Here is a single C22H32N4O4S molecule in a non-equilibrium geometry from OMol25. Energies are from ωB97M-V/def2-TZVPD.

Geometry as ORCA input:
```
! wB97M-V def2-TZVPD RIJCOSX def2/J DEFGRID3
* xyz 0 1
C -0.7098 3.1446 -1.1696
H 3.0940 -2.1743 1.6262
H -0.8745 -2.6430 -3.9120
O 1.4531 -2.8683 2.9217
C 1.0300 -2.9243 -1.9063
C 1.3849 0.0576 2.4196
H -2.0224 2.8386 -2.8577
C 0.0923 2.2131 -0.2506
C -0.9131 -2.9428 2.5807
C -0.2305 1.4267 3.7826
O 1.1727 -0.4993 -2.3002
C 3.2437 2.1155 2.4571
N -2.8372 0.5634 1.1161
H -0.0281 3.5549 -1.9187
C -0.6469 -1.7377 -3.3566
C 3.5195 0.9391 1.7895
C -3.9103 1.1156 -1.0390
H 3.9719 2.9131 2.4760
N 0.3732 -0.9221 2.4058
H 1.5743 1.6559 -1.6444
C 1.0856 1.2551 3.0846
H 4.4636 0.8212 1.2773
H -1.5698 1.3716 -2.0096
C 2.8995 -1.3334 0.9608
C -3.2527 0.2231 -0.0563
C 2.5989 -0.1014 1.7478
H 0.7660 2.7880 0.3899
H 1.5740 -2.8488 -4.5935
H -2.9878 2.7582 -0.0444
H -0.5701 -0.5488 2.2854
H 2.0393 -1.5986 0.3509
H -1.0967 3.9793 -0.5849
H 1.5916 -1.0886 -4.7804
S -1.6935 -3.0595 0.9298
H -0.3881 0.6254 4.5035
H -1.0585 1.4061 3.0740
C -3.1824 2.4666 -1.0765
C 0.8086 -1.7753 -2.8871
O -0.3835 -0.5628 -0.6393
H -3.9128 0.6333 -2.0171
H -0.5815 1.6326 0.3808
N -2.2682 -0.5258 1.6740
H -3.8442 3.2129 -1.5175
H 3.7627 -1.1786 0.3176
H 1.8022 3.1950 3.6112
C 1.7520 -1.9071 -4.0834
H -0.8109 -0.8768 -4.0029
C 0.4749 0.0108 -1.2729
H -0.2569 2.3767 4.3101
H 2.7841 -1.8755 -3.7450
H 0.3912 -2.8083 -1.0354
H 2.0689 -2.9550 -1.5868
H 0.7841 -3.8652 -2.3909
C -1.8644 2.4119 -1.8656
C -2.3525 -1.4791 0.7927
C 2.0252 2.2726 3.0942
H -1.6268 -2.4419 3.2337
C 0.4555 -2.2433 2.6303
H -0.7759 -3.9780 2.8920
O -2.9993 -1.0852 -0.3173
N 0.8774 1.2764 -1.0222
H -4.9474 1.2689 -0.7277
H -1.3182 -1.6752 -2.5042
*
```

Its total energy is -1775.7596 a.u. Its SMILES is Cc1cccc(C)c1NC(=O)CSc1nnc(CCCCCNC(=O)OC(C)(C)C)o1. The value obtained for the energy above the lowest of the compared OMol25 structures with the same formula, charge and spin is 22.5 kJ/mol. The HOMO-LUMO gap is 8.97 eV.